The molecule C4H8N2S. Source: the Open Molecules 2025 dataset; level of theory: ωB97M-V/def2-TZVPD.

The relative energy (zero: lowest compared OMol25 entry of this formula, charge and spin) is 83.6 kcal per mole. Its HOMO energy is -7.704 eV. As for the HOMO-LUMO gap: 8.60 eV.

Atoms and positions in Å:
C -0.1349 -1.2769 1.8976
C -0.1293 -0.2792 0.7965
C 0.7793 -0.1828 -0.1661
N 0.7037 0.8686 -1.2402
N 1.2609 0.6336 -2.5095
S -1.0803 1.2725 -1.2119
C -1.2432 0.6843 0.4670
H 0.7602 -1.8681 1.9689
H -1.0985 -1.9273 1.7849
H -0.1391 -0.7646 2.9678
H 1.6316 -0.8317 -0.2708
H 0.8182 0.1059 -3.2199
H 1.5394 1.6086 -2.9144
H -2.3544 0.2990 0.4591
H -1.3136 1.6580 1.1908

Atomic forces in eV per Å
C -2.009 0.561 2.207
C -0.164 0.664 -1.718
C 1.077 0.522 -1.975
N -1.590 -1.183 1.425
N 2.061 3.327 0.637
S 1.349 -0.163 -0.535
C -3.319 2.115 2.098
H 0.264 -0.468 -0.539
H 1.820 0.958 0.488
H -0.455 -0.824 -2.120
H 0.373 0.050 0.068
H -1.325 -0.796 -0.239
H -0.682 -2.601 1.042
H 2.149 0.149 0.525
H 0.451 -2.313 -1.364

A cluster of 6 separate species, H11O6 in total. Source: the Open Molecules 2025 dataset; level of theory: ωB97M-V/def2-TZVPD.

The relative energy (zero: lowest compared OMol25 entry of this formula, charge and spin) is 17.9 kcal per mole. Its HOMO energy (alpha / beta) is -11.139 / -11.135 eV. As for the HOMO-LUMO gap (alpha / beta): 11.17 / 6.19 eV. Its spin multiplicity is 2.

Atoms and positions in Å:
O -0.0303 0.6903 -0.9348
H -0.6174 1.4682 -0.8221
O 1.7221 1.5831 -2.9107
H 0.8200 1.6297 -3.2547
H 1.4965 1.3453 -1.9938
O -1.2346 -0.5740 -3.0848
H -1.6596 -1.3460 -2.6972
H -0.7189 -0.2362 -2.3354
O 0.5285 1.2906 1.3014
H 0.3899 0.9881 0.3609
H 1.2363 0.8126 1.7469
O -0.5201 -6.5579 3.1840
H -0.5950 -5.7133 2.7306
H 0.4052 -6.7644 3.0045
O -0.5815 3.6545 2.3003
H 0.1180 4.2933 2.1410
H -0.2653 2.8149 1.9333

Atomic forces in eV per Å
O -0.550 0.163 -0.692
H -0.259 -0.059 -0.379
O -0.902 -0.134 0.706
H 0.214 0.108 -0.725
H 0.802 0.052 -0.119
O 0.104 0.012 0.327
H -0.125 -0.068 -0.230
H -0.180 -0.224 -0.391
O -0.289 0.235 0.428
H 1.335 -0.032 1.314
H -0.128 -0.179 -0.332
O 0.450 0.188 -0.249
H -0.388 0.142 0.043
H -0.062 -0.333 0.206
O -0.196 0.062 -0.032
H 0.026 -0.054 -0.018
H 0.148 0.122 0.141